i.
ORCA calculation (wB97M-V/def2-TZVPD) on a 12-piece molecular cluster, H23O12 overall.

Summary:
Charge: -1
Gap between HOMO and LUMO: 9.444 eV
Lowest unoccupied orbital energy: 0.0893 Eh

XYZ file:
```
35
H23O12 wB97M-V/def2-TZVPD
O 5.90800 16.35300 -1.35200
H 5.26000 16.59900 -0.62200
O 5.03400 18.70700 -2.68800
H 5.34900 17.83400 -2.49500
H 4.43400 18.81700 -1.93700
O 7.25400 17.18700 0.74100
H 6.69500 16.98000 1.44900
H 6.78600 16.76200 0.00600
O 3.28200 18.23700 -0.44300
H 2.34000 18.20800 -0.33100
H 3.55600 17.64800 0.23200
O 3.26600 15.47200 -1.97500
H 4.05900 15.93600 -1.69300
H 3.50700 14.53000 -2.12300
O 8.29000 14.63900 -1.50000
H 7.99400 13.93800 -0.91100
H 7.50400 15.07300 -1.68800
O 5.77300 14.40700 -3.00100
H 5.81600 15.21800 -2.46500
H 6.24200 13.70300 -2.57700
O 4.26600 16.79300 1.58800
H 3.97100 16.91200 2.49200
H 4.56500 15.94800 1.83500
O 6.06500 19.69700 -0.21300
H 6.29200 18.83400 -0.10800
H 6.00700 19.89700 -1.13800
O 5.43400 14.46900 0.47300
H 6.33500 14.52200 0.76300
H 5.37700 14.90600 -0.38500
O 8.39000 17.85400 -2.22700
H 8.07400 18.08500 -3.10900
H 7.60600 17.48800 -1.88900
O 6.34100 16.69500 -4.71900
H 5.46600 17.09300 -4.94100
H 5.98800 16.25400 -3.95200
```

Charges obtained by Mulliken population analysis, quoted in units of e: 0.324 -0.125 -0.795 0.207 0.393 -0.745 0.365 0.073 -0.511 0.288 0.286 -0.695 0.441 0.368 -0.626 0.346 0.156 -0.754 -0.055 0.369 -0.589 0.237 0.254 -0.681 0.401 0.370 -0.754 0.332 0.297 -0.682 0.371 0.165 -0.668 0.322 0.315

ii.
ORCA calculation (wB97M-V/def2-TZVPD) on a 12-piece molecular cluster, H23O12 overall.

Summary:
Charge: -1
Gap between HOMO and LUMO: 9.100 eV
Lowest unoccupied orbital energy: 0.0989 Eh

XYZ file:
```
35
H23O12 wB97M-V/def2-TZVPD
O -4.00926 1.29016 0.34560
H -1.43448 -1.86533 1.45641
H 0.26665 1.76773 0.85412
O -2.19933 -0.15651 3.20118
H -1.63339 -0.20255 2.46360
H -2.58499 0.68956 2.92434
O -3.43321 -2.03983 -0.65110
H -2.52687 -1.74549 -0.42872
O 0.98813 2.32597 1.26401
H 4.29480 -0.88036 1.55280
H 1.54097 2.48400 0.46012
O -0.85904 -1.98377 0.62354
H 3.99700 -3.26189 0.23401
H -1.54364 1.38664 0.03603
O 1.86650 2.93291 -1.97601
H -2.65499 0.74025 -2.20474
H -3.58137 -2.95791 -0.24676
O 5.00972 -0.29742 1.30972
H 4.83255 0.63989 1.05532
H 2.20602 2.91768 -1.08932
O 0.76648 0.53712 -1.58474
H 0.20363 0.67995 -0.78234
H -0.03197 0.25293 -2.16547
O 3.99980 -3.05244 -0.70577
H 3.08508 -3.27506 -0.96037
H -4.23174 0.31691 0.29417
O -2.79982 1.64989 -2.26355
H -3.22744 1.67219 -0.27712
H 1.62403 -1.47162 1.23411
O 2.53230 -1.66361 0.91304
H -2.48639 2.28612 -2.84810
H 1.38098 2.16871 -2.28844
O -0.89031 0.69481 0.21080
H 2.49768 -1.42111 -0.08017
H -0.96409 -1.15852 0.11979
```

Charges obtained by Mulliken population analysis, quoted in units of e: -0.619 0.335 0.357 -0.685 0.284 0.363 -0.685 0.371 -0.652 0.363 0.203 -0.716 0.324 0.085 -0.613 0.301 0.281 -0.656 0.299 0.296 -0.819 0.476 0.284 -0.670 0.312 0.322 -0.605 0.277 0.236 -0.611 0.285 0.378 -0.775 0.402 0.275

iii.
ORCA calculation (wB97M-V/def2-TZVPD) on a 12-piece molecular cluster, H23O12 overall.

Summary:
Charge: -1
Gap between HOMO and LUMO: 9.588 eV
Lowest unoccupied orbital energy: 0.1044 Eh

XYZ file:
```
35
H23O12 wB97M-V/def2-TZVPD
O -8.88300 -6.51200 21.17300
H -8.72700 -7.23400 20.58100
O -9.59800 -7.02400 17.46800
H -8.99000 -7.74300 17.40700
H -10.04400 -7.29700 18.22900
O -9.47300 -9.17700 22.03300
H -9.40300 -8.30600 21.71500
H -8.61800 -9.60600 21.83300
O -10.10800 -6.46700 23.69600
H -9.96700 -5.55200 23.92700
H -9.70900 -6.48900 22.79500
O -10.83500 -8.27000 19.65200
H -10.99700 -7.95400 20.50300
H -11.72500 -8.15700 19.28500
O -11.06800 -5.34000 20.39300
H -11.73200 -5.78300 20.89500
H -10.22100 -5.68800 20.69600
O -7.25600 -8.52700 18.77800
H -6.56400 -8.16400 18.14100
H -6.93000 -8.22000 19.57600
O -6.37000 -6.89800 20.98800
H -6.44600 -7.20300 21.90100
H -7.36700 -6.68800 20.93800
O -7.17000 -6.71800 23.93700
H -6.76100 -5.88800 23.71900
H -8.10400 -6.74500 23.70300
O -8.10300 -3.88000 21.44100
H -8.36900 -4.77000 21.40500
H -7.37900 -3.75200 20.84100
O -9.17200 -10.35600 19.56100
H -8.46300 -9.73000 19.29700
H -9.82000 -9.69100 19.65800
O -8.50800 -5.15300 18.81300
H -8.72300 -5.62000 19.64500
H -8.98900 -5.76600 18.26400
```

Charges obtained by Mulliken population analysis, quoted in units of e: -0.242 0.035 -0.711 0.326 0.412 -0.660 0.005 0.387 -0.780 0.367 0.181 -0.659 0.203 0.275 -0.684 0.316 0.316 -0.688 0.329 0.264 -0.825 0.481 0.178 -0.720 0.331 0.403 -0.669 0.313 0.317 -0.717 0.431 0.454 -0.750 0.167 0.612

The least stable of them is ii.

i.
ORCA calculation (wB97M-V/def2-TZVPD) on C3H3NO as an isolated structure.

Summary:
Gap between HOMO and LUMO: 8.621 eV
Lowest unoccupied orbital energy: -0.0057 Eh

XYZ file:
```
8
C3H3NO wB97M-V/def2-TZVPD
O 0.49600 -1.21572 0.04660
C 1.21374 -0.02716 -0.09330
C 0.46814 1.11470 -0.02554
C -0.80056 0.49141 0.20639
N -0.76359 -0.93549 0.27944
H 2.26739 -0.22761 -0.24904
H -1.15984 -0.17696 -0.77358
H -1.74567 0.92201 0.53732
```

Charges obtained by Mulliken population analysis, quoted in units of e: -0.094 -0.025 -0.537 -0.317 -0.182 0.400 0.344 0.410

ii.
ORCA calculation (wB97M-V/def2-TZVPD) on one molecule with the formula C3H3NO.

Summary:
Gap between HOMO and LUMO: 10.742 eV
Lowest unoccupied orbital energy: -0.0023 Eh

XYZ file:
```
8
C3H3NO wB97M-V/def2-TZVPD
N -1.91666 -0.29155 1.86792
C -1.26873 -0.10916 0.92363
C -0.55538 0.17045 -0.31158
C 0.89780 0.36299 -0.25671
O 0.60780 -0.95105 -0.66994
H -0.52525 -0.51122 -1.28290
H 1.36704 1.02680 -0.98122
H 1.39338 0.30274 0.71080
```

Charges obtained by Mulliken population analysis, quoted in units of e: -0.332 0.274 -0.295 -0.186 -0.337 0.402 0.229 0.245

The least stable of them is i.

i.
ORCA calculation (wB97M-V/def2-TZVPD) on one molecule with the formula C4H5ClN2O.

Summary:
Gap between HOMO and LUMO: 9.513 eV
Lowest unoccupied orbital energy: 0.0236 Eh

XYZ file:
```
13
C4H5ClN2O wB97M-V/def2-TZVPD
C 1.22933 -1.24927 -0.73275
C 0.32960 -0.34785 -0.31625
C 0.54262 1.17282 -0.31255
C -1.55914 0.12376 0.97745
H 0.91747 -2.26313 -0.71048
H 1.11803 1.39715 0.57093
H 1.06693 1.49165 -1.13266
H -2.24164 -0.22395 1.72268
H -1.01317 -1.76091 0.36335
N -1.47807 1.38689 0.92965
N -0.99462 -0.78016 0.06549
O -0.71721 1.76282 -0.22790
Cl 2.79988 -0.70983 -1.19697
```

Charges obtained by Mulliken population analysis, quoted in units of e: -0.403 0.279 -0.521 0.005 0.369 0.301 0.490 0.396 0.313 -0.478 -0.296 -0.256 -0.200

ii.
ORCA calculation (wB97M-V/def2-TZVPD) on one molecule with the formula C4H5ClN2O.

Summary:
Gap between HOMO and LUMO: 9.990 eV
Lowest unoccupied orbital energy: 0.0219 Eh

XYZ file:
```
13
C4H5ClN2O wB97M-V/def2-TZVPD
C -0.14974 1.13145 -0.39508
C -0.88081 0.37626 0.37771
C -0.53334 -1.02750 0.54314
C 1.13567 0.74469 -0.88150
H -1.92564 0.54164 0.84979
H -1.90619 -1.07122 1.66169
H 0.87592 -2.25255 0.10703
H 2.03549 1.11486 -0.21261
H 1.28818 1.19880 -1.83256
N -1.15242 -1.71536 1.39178
N 0.59890 -1.18986 0.08601
O 1.10568 -0.59871 -1.18166
Cl -0.49172 2.74750 -0.51374
```

Charges obtained by Mulliken population analysis, quoted in units of e: 0.078 -0.210 0.466 -0.233 0.170 0.207 0.303 0.231 0.334 -0.786 -0.125 -0.243 -0.191

The least stable of them is ii.

i.
ORCA calculation (wB97M-V/def2-TZVPD) on one molecule with the formula C7H8N2O.

Summary:
Gap between HOMO and LUMO: 8.798 eV
Lowest unoccupied orbital energy: 0.0129 Eh

XYZ file:
```
18
C7H8N2O wB97M-V/def2-TZVPD
C 1.40739 3.09496 0.12978
C 0.55894 1.87617 0.48920
C -0.32382 -0.23406 -0.34937
C 0.35878 -1.04479 0.63823
C -0.00938 -2.40210 0.72079
C -0.95223 -2.86239 -0.15383
C -1.50044 -1.97054 -1.10229
H 2.20536 3.04887 0.71382
H 1.68458 2.88411 -0.65214
H 0.66693 4.00005 -0.01609
H -0.68409 1.41434 -1.16792
H 1.04983 -0.55510 1.35770
H 0.14593 -2.88702 1.51159
H -1.14122 -3.90489 -0.16053
H -2.27684 -2.64597 -1.83655
N -0.04720 1.07985 -0.57646
N -1.22284 -0.67033 -1.21120
O 0.08030 1.77886 1.66529
```

Charges obtained by Mulliken population analysis, quoted in units of e: -1.609 0.583 0.624 -0.203 -0.774 -0.319 -0.079 0.426 0.700 0.262 0.265 0.283 0.542 0.380 0.168 -0.166 -0.561 -0.522

ii.
ORCA calculation (wB97M-V/def2-TZVPD) on a 2-piece molecular cluster, C7H8N2O overall.

Summary:
Gap between HOMO and LUMO: 10.114 eV
Lowest unoccupied orbital energy: 0.0224 Eh

XYZ file:
```
18
C7H8N2O wB97M-V/def2-TZVPD
N 0.79853 -0.47054 1.49397
C -0.32670 -0.26835 1.30398
C -1.74444 -0.04076 1.15586
C -2.32327 1.33985 1.21113
C -3.63545 1.25016 1.46434
C -4.02046 -0.20929 1.45337
N -3.85739 -0.63183 -0.00235
C -2.53542 -1.13461 0.34566
C -2.72680 -0.99688 1.81066
H -1.75277 2.24244 0.99594
H -4.35051 2.07224 1.48265
H -4.97649 -0.49695 1.89899
H -4.45676 -1.43778 -0.17331
H -2.00089 -1.85827 -0.26934
H -2.50648 -1.63925 2.66199
O 2.69370 -0.81006 -0.98460
H 1.75671 -0.95372 -1.25633
H 2.72044 -0.99447 -0.03591
```

Charges obtained by Mulliken population analysis, quoted in units of e: -0.522 0.014 0.814 -0.553 -0.785 0.280 -0.618 -0.471 -0.646 0.441 0.405 0.504 0.311 0.433 0.398 -0.658 0.299 0.354

The least stable of them is i.